# 1
The following is a DFT calculation (ωB97M-V/def2-TZVPD) of C33H33BrCl2IrN3OP as an isolated structure.

As for the net charge: +4. The value obtained for the highest occupied orbital energy (spin up / spin down) is -0.6965 / -0.6964 hartree. For the HOMO-LUMO gap (spin up / spin down), the calculation gives 6.580 / 4.095 eV. As for the energy relative to the best compared isomer or geometry (same formula, charge and spin): 0.0 kcal per mole. Its multiplicity is 2.

Last column: Löwdin charge in e.
Cartesian coordinates (Å):
Ir1 -0.246 -0.315 0.105  1.06
Br1 2.432 -4.351 6.095  1.21
C1 1.676 -3.250 4.875  -0.62
C2 0.292 -2.935 4.975  -0.03
C3 -0.256 -2.067 4.071  0.00
C4 0.545 -1.497 3.056  -0.21
C5 1.903 -1.827 2.936  0.03
C6 2.470 -2.688 3.838  -0.02
N1 -0.064 -0.510 2.196  -0.02
C7 -0.632 0.460 2.847  0.00
C8 -1.294 1.544 2.167  -0.24
C9 -1.932 2.556 2.859  0.07
C10 -2.568 3.564 2.132  0.04
C11 -2.525 3.501 0.755  0.05
C12 -1.854 2.445 0.131  -0.09
N2 -1.244 1.483 0.814  -0.03
H1 -0.307 -3.380 5.759  0.14
H2 -1.311 -1.830 4.119  0.15
H3 2.513 -1.378 2.167  0.11
H4 3.524 -2.931 3.786  0.14
H5 -0.593 0.476 3.933  0.17
H6 -1.937 2.561 3.942  0.15
H7 -3.078 4.373 2.639  0.15
H8 -3.000 4.257 0.144  0.14
H9 -1.812 2.389 -0.946  0.08
Cl1 -0.785 0.021 -2.243  0.69
C13 -0.389 1.558 -3.207  -0.78
Cl2 0.613 2.693 -2.355  0.70
H10 -1.353 1.991 -3.449  0.06
H11 0.126 1.163 -4.077  0.06
N3 1.604 0.613 0.004  -0.05
C14 2.791 -0.264 -0.059  -0.31
C15 4.043 0.282 0.164  0.00
C16 5.159 -0.541 0.079  0.00
C17 5.015 -1.889 -0.230  -0.01
C18 3.754 -2.423 -0.449  -0.04
C19 2.622 -1.610 -0.358  -0.33
P1 0.938 -2.202 -0.625  0.97
C20 0.597 -3.759 0.215  -0.34
C21 1.229 -4.912 -0.262  -0.06
C22 0.959 -6.144 0.314  -0.01
C23 0.035 -6.245 1.348  -0.02
C24 -0.621 -5.110 1.808  -0.05
C25 -0.337 -3.875 1.245  -0.13
C26 0.798 -2.594 -2.368  -0.43
C27 -0.278 -3.383 -2.789  -0.10
C28 -0.441 -3.661 -4.135  -0.03
C29 0.467 -3.160 -5.063  -0.02
C30 1.537 -2.377 -4.647  -0.03
C31 1.704 -2.086 -3.300  -0.09
H12 1.733 1.269 0.775  0.13
H13 1.605 1.207 -0.830  0.02
H14 4.162 1.337 0.389  0.14
H15 6.144 -0.125 0.246  0.14
H16 5.889 -2.522 -0.306  0.13
H17 3.652 -3.472 -0.691  0.12
H18 1.901 -4.862 -1.110  0.12
H19 1.450 -7.031 -0.062  0.13
H20 -0.193 -7.213 1.774  0.13
H21 -1.368 -5.196 2.587  0.12
H22 -0.860 -3.002 1.618  0.06
H23 -0.970 -3.806 -2.069  0.11
H24 -1.262 -4.285 -4.464  0.13
H25 0.348 -3.394 -6.113  0.13
H26 2.253 -2.010 -5.371  0.13
H27 2.550 -1.487 -2.986  0.11
C32 -4.407 -1.785 -0.552  -0.04
C33 -3.477 -0.710 -0.061  -0.22
O1 -2.120 -1.279 0.125  -0.29
H28 -5.406 -1.365 -0.668  0.11
H29 -4.489 -2.603 0.168  0.10
H30 -4.092 -2.176 -1.519  0.10
H31 -3.786 -0.292 0.897  0.13
H32 -3.354 0.089 -0.789  0.09
H33 -2.181 -2.220 0.335  0.08

# 2
The following is a DFT calculation (ωB97M-V/def2-TZVPD) of C2H7N as an isolated structure at a distorted geometry.

As for the net charge: 0. The value obtained for the highest occupied orbital energy is -0.3163 hartree. For the HOMO-LUMO gap, the calculation gives 9.249 eV. As for the energy relative to the best compared isomer or geometry (same formula, charge and spin): 111.4 kcal per mole.

Last column: Löwdin charge in e.
Cartesian coordinates (Å):
C1 0.935 0.201 0.679  0.00
C2 0.319 0.344 -0.686  -0.40
N1 -0.915 0.819 -1.100  0.00
H1 0.403 0.522 1.576  0.08
H2 1.978 -0.083 0.854  0.08
H3 0.322 -0.686 0.055  0.06
H4 -1.579 -1.822 0.383  0.07
H5 1.057 0.215 -1.524  0.13
H6 -1.337 -1.132 0.421  0.02
H7 -1.184 1.624 -0.657  -0.03

# 3
The following is a DFT calculation (ωB97M-V/def2-TZVPD) of C27H28BI2N7O6W as an isolated structure at a distorted geometry.

As for the net charge: 0. The value obtained for the highest occupied orbital energy (spin up / spin down) is -0.2983 / -0.3086 hartree. For the HOMO-LUMO gap (spin up / spin down), the calculation gives 6.934 / 6.227 eV. Its multiplicity is 3.

Last column: Löwdin charge in e.
Cartesian coordinates (Å):
W1 -0.047 -0.044 -0.274  1.70
C1 -3.336 0.331 1.200  -0.04
C2 -2.170 0.816 1.992  -0.38
C3 -2.232 1.487 3.210  0.04
C4 -0.925 1.773 3.556  -0.24
C5 -0.396 2.493 4.756  0.00
N1 -0.131 1.287 2.591  0.03
N2 -0.885 0.702 1.633  -0.16
B1 1.402 1.188 2.557  -0.55
N3 1.971 1.920 1.372  0.03
N4 1.629 1.610 0.090  -0.04
C6 2.262 2.501 -0.694  -0.31
C7 2.191 2.733 -2.175  -0.04
C8 3.048 3.336 0.108  0.02
C9 2.831 2.951 1.404  -0.25
C10 3.401 3.527 2.663  -0.01
N5 1.770 -0.286 2.432  0.02
N6 1.455 -0.972 1.302  0.02
C11 1.963 -2.219 1.464  -0.27
C12 1.896 -3.420 0.568  0.00
C13 2.628 -2.277 2.688  0.02
C14 2.483 -1.037 3.274  -0.26
C15 2.991 -0.534 4.586  0.00
H1 -3.926 -0.364 1.800  0.09
H2 -3.047 -0.149 0.276  0.04
H3 -3.970 1.178 0.936  0.09
H4 -3.121 1.747 3.761  0.12
H5 -1.231 2.847 5.358  0.09
H6 0.206 3.354 4.466  0.09
H7 0.228 1.847 5.375  0.08
H8 1.844 1.638 3.576  0.12
H9 1.249 2.458 -2.622  0.04
H10 2.984 2.195 -2.696  0.09
H11 2.355 3.799 -2.332  0.09
H12 3.671 4.145 -0.239  0.12
H13 4.075 4.341 2.401  0.08
H14 3.967 2.788 3.232  0.08
H15 2.624 3.925 3.317  0.08
H16 0.896 -3.657 0.222  0.06
H17 2.272 -4.268 1.141  0.09
H18 2.509 -3.304 -0.322  0.08
H19 3.145 -3.133 3.091  0.12
H20 3.498 -1.343 5.110  0.09
H21 2.181 -0.169 5.219  0.08
H22 3.698 0.285 4.455  0.08
O1 -1.969 -2.266 -2.759  0.17
C16 -1.693 -1.819 -1.692  -0.53
O2 -1.579 -0.541 -1.356  -0.31
C17 -1.523 -2.661 -0.429  -0.20
C18 -1.812 -4.026 -0.491  0.04
C19 -1.681 -4.730 0.664  0.02
C20 -1.306 -4.064 1.846  -0.14
C21 -1.210 -4.777 3.078  -0.02
C22 -0.881 -4.133 4.221  -0.06
C23 -0.637 -2.733 4.187  -0.04
C24 -0.704 -2.025 3.032  -0.01
C25 -1.029 -2.676 1.810  -0.16
N7 -1.130 -1.995 0.609  0.10
H23 -2.103 -4.454 -1.439  0.13
H24 -1.867 -5.798 0.692  0.13
H25 -1.420 -5.840 3.072  0.12
H26 -0.814 -4.677 5.155  0.11
H27 -0.390 -2.213 5.105  0.11
H28 -0.510 -0.972 3.042  0.09
O3 2.402 -2.365 -2.556  0.16
C26 1.670 -1.505 -2.175  -0.44
O4 0.886 -1.610 -1.089  -0.23
C27 1.456 -0.149 -2.812  -0.49
O5 1.964 0.193 -3.838  0.16
O6 0.613 0.574 -2.093  -0.33
I1 -1.284 2.437 -0.822  0.53
I2 -2.973 5.005 -0.146  -0.10

# 4
The following is a DFT calculation (ωB97M-V/def2-TZVPD) of C5H6N2 in the gas phase at a distorted geometry.

As for the net charge: 0. The value obtained for the highest occupied orbital energy (spin up / spin down) is -0.3528 / -0.3282 hartree. For the HOMO-LUMO gap (spin up / spin down), the calculation gives 8.211 / 8.353 eV. As for the energy relative to the best compared isomer or geometry (same formula, charge and spin): 105.7 kcal per mole.

Last column: Löwdin charge in e.
Cartesian coordinates (Å):
N1 2.843 -0.295 1.383  0.16
C1 2.191 -0.286 0.419  -0.23
C2 1.443 -0.354 -0.779  -0.04
C3 0.081 0.021 -0.831  -0.36
C4 -0.909 -0.559 0.304  -0.11
C5 -1.390 0.844 0.548  -0.22
N2 -0.158 1.269 -0.098  0.10
H1 1.998 -0.581 -1.681  0.11
H2 -0.398 -0.075 -1.812  0.15
H3 -1.594 -1.289 -0.133  0.10
H4 -0.331 -0.988 1.118  0.10
H5 -2.282 1.131 -0.026  0.12
H6 -1.494 1.163 1.587  0.11